[1]
Formula: C33H32AsN2O2PdS
Source: the OMol25 dataset
Level of theory: ωB97M-V with the def2-TZVPD basis set

```
72
Properties=species:S:1:pos:R:3:forces:R:3
Pd 0.09889 0.20355 0.14194 0.3 0.1 0.3
N 0.46289 1.82190 2.20681 -0.4 0.0 0.2
C -0.22521 1.09009 3.27892 -0.1 0.0 0.2
C -1.74001 1.23282 3.19411 0.3 0.0 -0.4
C -2.33283 0.74301 1.84620 -0.4 0.0 0.3
O -3.17908 1.50145 1.31788 0.3 -0.1 -0.1
O -1.95665 -0.39665 1.44922 0.0 0.5 -0.1
H 1.45981 1.84064 2.37222 0.1 0.0 -0.2
H 0.13492 2.77846 2.15555 0.0 0.1 0.0
H 0.10342 1.41421 4.27833 0.0 0.0 0.0
H 0.02058 0.03188 3.16943 0.0 0.0 0.0
H -2.04008 2.27391 3.34193 0.0 0.0 0.0
H -2.18566 0.63278 3.99078 0.0 0.0 0.0
N -0.76481 0.45289 -2.27448 0.2 -0.7 0.0
S -1.59371 1.28768 -1.23334 -0.4 1.1 -0.6
C -0.67026 2.82286 -0.85189 -0.2 0.3 -0.2
C 0.42688 3.15030 -1.63259 0.0 -0.1 -0.1
C 1.08034 4.35976 -1.44632 0.0 0.0 0.0
C 0.63611 5.25348 -0.48356 0.0 0.0 0.0
C -0.44683 4.91596 0.31700 0.0 0.0 0.0
C -1.09677 3.70271 0.14102 -0.2 -0.2 0.0
C -2.86659 2.15362 -2.28511 -0.1 0.0 -0.1
C -3.22835 1.44839 -3.42606 0.1 -0.1 0.1
C -4.15610 1.97051 -4.31512 -0.1 0.0 0.0
C -4.73850 3.20326 -4.06294 0.0 0.0 0.0
C -4.40486 3.89508 -2.90763 0.0 0.0 0.0
C -3.48342 3.36762 -2.01375 0.0 -0.1 0.1
H -0.42154 0.98019 -3.07821 -0.1 0.2 0.1
H 0.76981 2.46130 -2.39412 0.0 0.0 0.1
H 1.93964 4.61260 -2.05573 0.0 0.0 0.0
H 1.12796 6.21132 -0.36273 0.0 0.0 0.0
H -0.79068 5.60342 1.08134 0.0 0.0 0.0
H -1.94168 3.41459 0.75562 -0.1 0.0 0.1
H -2.75250 0.49041 -3.60160 0.0 0.0 -0.1
H -4.43010 1.41221 -5.20235 0.0 0.0 0.0
H -5.45674 3.62248 -4.75732 0.0 0.0 0.0
H -4.86383 4.85340 -2.69623 0.0 0.0 0.0
H -3.25030 3.90518 -1.10927 0.0 0.1 0.1
C 3.03212 -5.88718 3.37215 0.0 0.0 0.0
C 2.02593 -6.16423 2.45777 0.0 -0.1 0.0
C 1.33058 -5.13234 1.84376 -0.1 0.1 -0.1
C 1.63859 -3.79414 2.09616 -0.2 0.0 0.1
C 2.63188 -3.53962 3.04096 0.0 0.2 -0.1
C 3.32518 -4.56384 3.66917 0.0 -0.1 0.0
As 0.46789 -2.28348 1.43928 0.5 -0.6 0.1
C 1.82166 -0.97362 0.85442 0.1 -0.2 0.0
C 2.00357 -0.62604 -0.51386 0.1 -0.2 0.0
C 2.95049 0.35998 -0.85958 0.3 0.1 0.1
C 3.72893 0.96874 0.10050 -0.1 0.0 -0.2
C 3.57373 0.61671 1.44636 -0.1 -0.1 0.1
C 2.62282 -0.31401 1.80933 0.1 0.0 0.1
C 0.07316 -3.02600 -0.33549 0.0 -0.1 0.0
C 0.94456 -3.87338 -1.01694 0.1 0.1 -0.1
C 0.64114 -4.32032 -2.29530 0.0 0.0 0.0
C -0.53960 -3.92059 -2.90595 0.0 0.0 -0.1
C -1.40606 -3.06824 -2.23927 0.0 0.0 0.0
C -1.10417 -2.62195 -0.96003 -0.1 -0.1 0.2
H 3.57594 -6.69105 3.85311 0.0 0.0 0.0
H 1.78540 -7.19462 2.22087 0.0 0.0 0.0
H 0.53291 -5.37405 1.15050 0.0 0.0 0.0
H 2.87688 -2.51362 3.29019 0.0 -0.1 0.0
H 4.09643 -4.32872 4.39362 0.0 0.0 0.0
H 1.58834 -1.22936 -1.30985 -0.1 -0.1 0.0
H 3.08385 0.61999 -1.90359 0.0 0.0 0.0
H 4.45786 1.71921 -0.18220 0.0 0.0 0.0
H 4.18669 1.09271 2.20387 0.0 0.0 0.0
H 2.47722 -0.53805 2.86137 0.0 0.1 0.0
H 1.87905 -4.17124 -0.55873 0.0 0.0 0.0
H 1.33018 -4.97657 -2.81463 0.0 0.0 0.0
H -0.77476 -4.26747 -3.90574 0.0 0.0 0.0
H -2.31928 -2.73993 -2.71874 0.0 0.0 0.0
H -1.78327 -1.96299 -0.43146 0.0 0.1 0.0
```
Positions in Å, forces in eV/Å.

For the energy, the calculation gives -4298.51609 Eh. Its molar mass is 702.04 g/mol. The net charge is -1. The lowest unoccupied orbital energy comes out at 2.7 eV. Its highest occupied orbital energy is -3.732 eV. As for the spin multiplicity: 1.

***

[2]
Formula: C3H12NO2S
Source: the OMol25 dataset
Level of theory: ωB97M-V with the def2-TZVPD basis set

```
19
Properties=species:S:1:pos:R:3:forces:R:3
C -1.09787 0.21878 1.93274 -0.1 0.2 -0.3
N -0.23972 0.04672 0.76674 -0.2 0.5 0.0
C 0.76444 1.13109 0.64601 -0.1 -0.3 -0.1
C 1.74442 0.88259 -0.48343 0.3 0.1 0.0
S 3.02437 2.18633 -0.54264 -0.1 -0.1 0.0
H -1.77913 -0.62748 2.01445 0.0 -0.1 0.1
H -1.70538 1.11351 1.78473 0.0 0.0 0.0
H -0.53697 0.36463 2.86338 0.0 -0.1 0.1
H 0.25411 -0.82203 0.87262 0.3 -0.4 0.0
H 0.24404 2.07071 0.46345 -0.1 0.1 0.0
H 1.31593 1.23074 1.58605 0.1 0.1 0.0
H 1.21415 0.83360 -1.44065 -0.1 0.0 0.0
H 2.19828 -0.10704 -0.33658 0.0 0.0 0.0
H -1.04559 -0.10563 -0.82956 -0.1 -0.2 0.1
H -0.99039 0.22649 -2.32406 -0.2 -0.3 0.1
O -1.47693 -0.33448 -1.69983 0.3 0.4 -0.2
H 0.04482 -3.07286 -1.51632 0.2 -0.1 0.0
H -1.09260 -2.14294 -1.87276 -0.1 -0.2 -0.1
O -0.83995 -3.09274 -1.88435 -0.1 0.3 0.0
```
Positions in Å, forces in eV/Å.

For the energy, the calculation gives -724.96235 Eh. Its molar mass is 126.20 g/mol. The net charge is -1. The lowest unoccupied orbital energy comes out at 3.4 eV. Its highest occupied orbital energy is -2.677 eV. As for the spin multiplicity: 1.

***

[3]
Formula: C4H11NO3
Source: the OMol25 dataset
Level of theory: ωB97M-V with the def2-TZVPD basis set

```
19
Properties=species:S:1:pos:R:3:forces:R:3
N -0.42434 1.74051 -0.08728 -0.2 0.1 0.1
C 0.17749 0.68556 -0.87312 2.7 0.1 0.0
C 1.67202 0.23040 -0.06334 -3.7 1.0 -0.7
O 2.02316 -1.03776 -0.32571 -1.1 -2.4 0.0
O 2.62887 1.13786 -0.47256 0.4 0.0 0.0
H -1.14262 2.22806 -0.61328 0.1 0.0 0.1
H 0.28114 2.42414 0.16681 -0.1 0.0 -0.1
H 0.61770 1.00730 -1.82560 -0.1 0.3 -0.1
H -0.56597 -0.04567 -1.18141 0.1 -0.5 0.5
H 1.44052 0.45350 0.98801 0.3 0.0 0.1
H 1.17313 -1.69466 -0.13590 2.6 1.9 -0.3
H 3.13797 0.70984 -1.17427 -0.1 0.0 0.0
C -2.18838 -0.96082 0.66825 0.1 0.2 -0.4
C -0.76718 -1.30615 0.93191 0.2 -1.8 0.0
O -0.13270 -2.17172 0.31664 -1.5 1.0 0.6
H -2.55002 -1.41846 -0.25101 0.0 -0.1 0.1
H -2.80675 -1.27299 1.51064 0.0 0.0 0.1
H -2.25008 0.12886 0.59615 0.0 0.0 0.1
H -0.32396 -0.83780 1.82507 0.2 0.2 -0.3
```
Positions in Å, forces in eV/Å.

Its structure (SMILES) is NCC(O)O.CC=O. For the energy, the calculation gives -439.42241 Eh. Its molar mass is 121.14 g/mol. The net charge is 0. The lowest unoccupied orbital energy comes out at 0.4 eV. Its highest occupied orbital energy is -8.791 eV. As for the spin multiplicity: 1.

***

[4]
Formula: C3H10N4O
Source: the OMol25 dataset
Level of theory: ωB97M-V with the def2-TZVPD basis set

```
18
Properties=species:S:1:pos:R:3:forces:R:3
C 0.59747 -0.19823 1.24683 1.5 -0.5 -3.3
C -0.88349 -0.14619 1.09318 1.0 1.5 3.6
C -0.49515 0.01202 -1.76576 -0.5 0.0 -0.3
N 1.32990 0.83731 1.05391 -0.5 -0.4 0.5
N -0.89481 0.27281 2.59844 -1.6 -0.8 -0.2
N -0.77025 -0.61709 -2.91120 0.3 -0.1 -0.3
O 1.06015 -1.48620 1.36169 -0.1 0.3 0.2
N 0.54507 0.83017 -1.81967 0.4 0.2 0.0
H 1.97364 -1.52797 1.04742 -0.1 0.2 0.3
H 2.32370 0.67862 1.21505 -0.1 -0.2 0.1
H 0.82693 1.30910 -0.96230 0.0 -0.3 -0.4
H -0.59570 1.23255 2.72522 -0.2 -0.1 -0.2
H -1.80781 0.10038 3.00894 0.1 0.3 0.1
H -0.18917 -0.55495 -3.74804 -0.2 0.1 0.0
H -1.60246 -1.17473 -2.98525 0.2 0.0 0.1
H 1.15408 0.91908 -2.63709 -0.2 0.1 0.2
H -1.24776 0.65247 0.45020 0.0 -0.6 0.0
H -1.32432 -1.13914 1.02844 0.0 0.4 -0.3
```
Positions in Å, forces in eV/Å.

For the energy, the calculation gives -414.49315 Eh. Its molar mass is 118.14 g/mol. The net charge is 0. The lowest unoccupied orbital energy comes out at 0.9 eV. Its highest occupied orbital energy is -7.987 eV. As for the spin multiplicity: 1.

***

[5]
Formula: C33H39N10OPtSSeSi
Source: the OMol25 dataset
Level of theory: ωB97M-V with the def2-TZVPD basis set

```
87
Properties=species:S:1:pos:R:3:forces:R:3
Pt -0.62246 -1.07328 -0.50235 0.0 0.0 0.0
N 1.11765 -2.77377 1.42323 0.0 0.0 0.0
C 1.86092 -1.70675 1.10745 0.0 0.0 0.0
N 3.09125 -1.65459 1.59921 0.0 0.0 0.0
C 3.80960 -0.60252 1.21688 0.0 0.0 0.0
N 5.05422 -0.48835 1.68537 0.0 0.0 0.0
N 3.37955 0.37113 0.38489 0.0 0.0 0.0
C 2.14664 0.24971 -0.04044 0.0 0.0 0.0
N 1.32053 -0.76146 0.29530 0.0 0.0 0.0
C 1.67544 1.30960 -0.98516 0.0 0.0 0.0
C 2.60785 2.04501 -1.70563 0.0 0.0 0.0
C 2.14163 3.00414 -2.58926 0.0 0.0 0.0
C 0.77493 3.19997 -2.71119 0.0 0.0 0.0
C -0.07679 2.42315 -1.93899 0.0 0.0 0.0
N 0.36467 1.49884 -1.09383 0.0 0.0 -0.1
H 1.49757 -3.43733 2.07555 0.0 0.0 0.0
H 0.15696 -2.83054 1.12011 0.0 0.0 0.0
H 5.41494 -1.18355 2.31368 0.0 0.0 0.0
H 5.60844 0.30765 1.42654 0.0 0.0 0.0
H 3.66175 1.85280 -1.57192 0.0 0.0 0.0
H 2.83697 3.59351 -3.17230 0.0 0.0 0.0
H 0.37212 3.94564 -3.38306 0.0 0.0 0.0
H -1.15295 2.54739 -1.99111 0.0 0.0 0.0
S -2.62209 -1.51070 -1.51130 0.0 0.1 0.0
C -1.96005 -1.53701 -3.14274 0.0 0.0 0.0
N -2.75758 -1.58046 -4.16018 0.0 0.0 0.0
N -2.33198 -1.50843 -5.40736 -0.1 0.0 0.0
C -1.16249 -0.81542 -5.87093 0.1 0.0 0.0
C -0.95877 0.51211 -5.51080 0.0 0.0 0.0
C 0.14035 1.19170 -6.00886 0.0 0.0 0.0
C 1.02757 0.55354 -6.86875 0.0 0.0 0.0
C 0.81232 -0.76838 -7.22588 0.0 0.0 0.0
C -0.28284 -1.45918 -6.72293 0.0 0.0 0.0
N -0.60136 -1.63334 -3.32093 0.0 0.0 0.0
N 0.09349 -1.58699 -2.28026 0.0 0.0 0.0
C 1.50424 -1.75338 -2.53417 0.0 0.0 0.0
C 2.21147 -2.73650 -1.86302 0.0 0.0 0.0
C 3.56805 -2.87364 -2.11027 0.0 0.0 0.0
C 4.20070 -2.03212 -3.01760 0.0 0.0 0.0
C 3.47361 -1.06086 -3.69109 0.0 0.0 0.0
C 2.11465 -0.91668 -3.45401 0.0 0.0 0.0
H -3.10429 -1.54851 -6.05453 0.0 0.0 0.0
H -1.66392 1.00241 -4.84981 0.0 0.0 0.0
H 0.29572 2.22912 -5.74262 0.0 0.0 0.0
H 1.87778 1.09131 -7.26729 0.0 0.0 0.0
H 1.49757 -1.26839 -7.89732 0.0 0.0 0.0
H -0.45329 -2.49571 -6.98244 0.0 0.0 0.0
H 1.70131 -3.38792 -1.16585 0.0 0.0 0.0
H 4.13013 -3.64420 -1.59949 0.0 0.0 0.0
H 5.26031 -2.14193 -3.20625 0.0 0.0 0.0
H 3.96258 -0.41231 -4.40643 0.0 0.0 0.0
H 1.52856 -0.16609 -3.97003 0.0 0.0 0.0
C -1.14434 2.06625 7.92489 0.0 0.0 0.0
C -1.04457 1.85455 6.44126 0.0 0.0 0.0
C -0.30167 0.80859 5.91216 0.0 0.0 0.0
C -0.19215 0.60923 4.54204 0.1 0.0 0.0
C 0.64070 -0.52181 4.01805 0.0 0.0 0.0
C -0.88025 1.47166 3.68417 -0.1 0.0 -0.1
Se -0.74603 1.31402 1.78944 0.1 0.1 -0.1
C -1.63748 2.54541 4.18690 0.0 -0.1 0.0
C -2.41418 3.48983 3.30639 0.0 0.0 0.0
C -1.69263 2.71684 5.56197 0.0 0.0 0.0
H -0.64929 1.26765 8.47448 0.0 0.0 0.0
H -2.18711 2.10446 8.24215 0.0 0.0 0.0
H -0.68218 3.01229 8.21120 0.0 0.0 0.0
H 0.21569 0.13084 6.58175 0.0 0.0 0.0
H 1.12207 -1.06160 4.83202 0.0 0.0 0.0
H 1.41954 -0.14233 3.35297 0.0 0.0 0.0
H 0.03599 -1.22612 3.44522 0.0 0.0 0.0
H -1.79767 3.94463 2.53174 0.0 0.0 0.0
H -2.83997 4.29243 3.90553 0.0 0.0 0.0
H -3.23025 2.96738 2.80104 0.0 0.0 0.0
H -2.27076 3.54205 5.96282 0.0 0.0 0.0
C -4.22793 0.25902 0.94085 0.0 0.1 0.1
Si -3.03617 -0.78671 1.90593 0.1 -0.1 -0.1
C -3.11579 -2.62917 1.67832 0.0 0.0 0.0
C -3.32033 -0.44611 3.70759 0.0 0.0 0.0
O -1.40217 -0.40807 1.40778 -0.1 0.0 0.1
H -5.18231 0.27060 1.47450 0.0 0.0 0.0
H -4.40006 -0.06755 -0.08046 0.0 0.0 0.0
H -3.86369 1.28972 0.90909 0.0 0.0 0.0
H -4.13311 -2.97156 1.88546 0.0 0.0 0.0
H -2.46021 -3.10753 2.41215 0.0 0.0 0.0
H -2.84238 -2.97645 0.68369 0.0 0.0 0.0
H -4.29777 -0.89486 3.91866 0.0 0.0 0.0
H -3.38914 0.61242 3.94977 0.0 0.0 0.0
H -2.59562 -0.90844 4.37866 0.0 0.0 0.0
```
Positions in Å, forces in eV/Å.

For the energy, the calculation gives -5112.06750 Eh. Its molar mass is 925.94 g/mol. The net charge is +1. The lowest unoccupied orbital energy comes out at -3.3 eV. Its highest occupied orbital energy is -9.794 eV. As for the spin multiplicity: 1.

***

- The lowest energy belongs to which entry?
  C33H39N10OPtSSeSi

***

- Which formula does entry 2 have?
  C3H12NO2S

***

- What is the lowest unoccupied orbital energy in the fourth record?
  0.9 eV